{
  "formula": "C4H6O2",
  "method": "ωB97M-V/def2-TZVPD",
  "symbols": ["C", "C", "O", "C", "C", "O", "H", "H", "H", "H", "H", "H"],
  "positions_angstrom": [[1.2517, 1.0367, 0.1193], [-0.2464, 1.0266, 0.0951], [-0.9159, 2.0083, -0.1472], [-1.0517, -0.1802, 0.4122], [-0.8978, -1.4414, -0.3214], [-0.4544, -1.3162, 1.0197], [1.6948, 0.0613, -0.0994], [1.5861, 1.7989, -0.5866], [1.5685, 1.3312, 1.1282], [-2.0123, 0.2487, 0.6849], [-0.1360, -1.5186, -1.1000], [-1.7624, -2.0896, -0.4496]],
  "mulliken_charge": [-0.973, 0.460, -0.554, 0.048, -0.340, -0.422, 0.318, 0.330, 0.264, 0.384, 0.219, 0.268],
  "e_tot_ha": -306.4386,
  "charge": 0,
  "homo_energy_ev": -9.949,
  "e_lumo_ev": 0.9
}

---

{
  "formula": "C4H6O2",
  "method": "ωB97M-V/def2-TZVPD",
  "symbols": ["C", "C", "O", "C", "O", "C", "H", "H", "H", "H", "H", "H"],
  "positions_angstrom": [[-0.4821, 1.4634, 0.1335], [0.4921, 0.5421, 0.7846], [-0.0240, -0.7342, 1.2124], [-0.2130, -1.4870, 0.0684], [-0.5974, -0.5803, -0.9978], [0.4078, 0.6953, -0.6784], [-0.4974, 2.5430, 0.2210], [-1.2782, 0.1466, -0.5240], [1.3896, 0.8127, 1.3366], [0.6994, -1.9771, -0.2942], [-1.0145, -2.2096, 0.2296], [1.1176, 0.7852, -1.4916]],
  "mulliken_charge": [-1.015, 0.014, -0.369, -0.042, -0.388, -0.245, 0.232, 0.493, 0.399, 0.249, 0.246, 0.426],
  "e_tot_ha": -306.3036,
  "charge": 0,
  "homo_energy_ev": -8.247,
  "e_lumo_ev": 1.0
}

---

{
  "formula": "C4H6O2",
  "method": "ωB97M-V/def2-TZVPD",
  "symbols": ["C", "C", "O", "C", "C", "O", "H", "H", "H", "H", "H", "H"],
  "positions_angstrom": [[1.5611, 0.3117, -0.6894], [0.2890, 0.4954, 0.0881], [-0.4608, 1.4923, -0.2183], [-0.2758, -0.5023, 0.8974], [-1.9416, -0.4487, -0.2349], [-2.6133, -1.3715, -0.4247], [1.3137, 0.0615, -1.7283], [2.1911, -0.4748, -0.2680], [2.1146, 1.2546, -0.7115], [0.2632, -1.4337, 1.0547], [-0.8849, -0.1884, 1.7436], [-1.5179, 0.8372, -0.3622]],
  "mulliken_charge": [-1.104, 0.787, -0.617, -0.913, 0.219, -0.325, 0.259, 0.314, 0.327, 0.328, 0.340, 0.385],
  "e_tot_ha": -306.4099,
  "charge": 0,
  "homo_energy_ev": -8.854,
  "e_lumo_ev": 0.9
}

---

{
  "formula": "C4H6O2",
  "method": "ωB97M-V/def2-TZVPD",
  "symbols": ["C", "C", "O", "C", "C", "O", "H", "H", "H", "H", "H", "H"],
  "positions_angstrom": [[-0.7634, 0.3162, -1.3719], [0.3064, -0.4971, -0.6851], [1.2459, -0.9848, -1.2749], [0.1850, -0.6103, 0.8367], [0.5526, 0.7506, 1.3883], [-0.2514, 1.5386, 1.8154], [-1.1648, 1.0850, -0.7032], [-1.5880, -0.3451, -1.6613], [-0.3448, 0.7650, -2.2751], [-0.8396, -0.8498, 1.1411], [0.8895, -1.3677, 1.1891], [1.6324, 1.0082, 1.3250]],
  "mulliken_charge": [-1.001, 0.647, -0.536, -0.535, 0.039, -0.453, 0.318, 0.277, 0.320, 0.297, 0.286, 0.339],
  "e_tot_ha": -306.4776,
  "charge": 0,
  "homo_energy_ev": -9.988,
  "e_lumo_ev": 0.4
}

---

{
  "formula": "C4H6O2",
  "method": "ωB97M-V/def2-TZVPD",
  "symbols": ["C", "C", "O", "C", "C", "O", "H", "H", "H", "H", "H", "H"],
  "positions_angstrom": [[0.5496, 1.1921, 0.2063], [0.6581, -0.5905, 0.5598], [-0.5486, -1.0340, 1.0801], [-1.1971, -0.7773, -0.1888], [0.2022, -0.5000, -0.8213], [0.6639, -0.3700, -1.9273], [1.5870, 1.4878, 0.0737], [0.0075, 1.6718, -0.6463], [0.0698, 1.5232, 1.1117], [1.5306, -0.9280, 1.1445], [-1.9541, 0.0042, -0.0603], [-1.6051, -1.6853, -0.6229]],
  "mulliken_charge": [-1.133, 0.029, -0.400, -0.250, 0.409, -0.647, 0.348, 0.308, 0.407, 0.424, 0.239, 0.266],
  "e_tot_ha": -306.3729,
  "charge": 0,
  "homo_energy_ev": -9.165,
  "e_lumo_ev": 0.9
}

---

{
  "formula": "C4H6O2",
  "method": "ωB97M-V/def2-TZVPD",
  "symbols": ["O", "C", "C", "C", "C", "O", "H", "H", "H", "H", "H", "H"],
  "positions_angstrom": [[2.8486, 0.0436, -0.0548], [1.7648, -0.0268, 0.4687], [0.5015, 0.5454, -0.1382], [-0.4531, -0.5092, -0.7389], [-1.4272, -0.0223, 0.3443], [-0.4509, 0.8907, 0.8740], [1.6205, -0.5382, 1.4464], [0.7593, 1.3871, -0.7973], [-0.1066, -1.5435, -0.6402], [-0.7448, -0.3185, -1.7722], [-1.7293, -0.7724, 1.0831], [-2.3212, 0.5003, -0.0194]],
  "mulliken_charge": [-0.463, -0.194, 0.350, -0.620, -0.298, -0.438, 0.333, 0.339, 0.256, 0.250, 0.244, 0.241],
  "e_tot_ha": -306.4359,
  "charge": 0,
  "homo_energy_ev": -9.771,
  "e_lumo_ev": 0.8
}